No. 1
9
Properties=species:S:1:pos:R:3 method="wB97M-V/def2-TZVPD" de_lowest_kj_mol=41.0 charge=+3 lumo_ev="-16.56 / -17.19" orbital_gap_ev="7.05 / 6.04"
O -0.08 2.27 2.67
C -0.37 2.79 1.59
H -0.10 3.70 1.01
P -1.66 1.62 1.57
C 0.67 -2.54 -1.76
O 0.66 -1.75 -0.82
Sc -0.45 -0.28 0.07
H 1.37 -3.39 -1.74
H -0.04 -2.44 -2.60

No. 2
9
Properties=species:S:1:pos:R:3 method="wB97M-V/def2-TZVPD" de_lowest_kj_mol=104.0 charge=-1 s_squared=2.011 lumo_ev="3.59 / 2.49" spin_multiplicity=3 orbital_gap_ev="4.90 / 5.99"
C -0.41 -1.03 -0.46
C -0.51 1.24 0.28
O -0.90 -0.89 -1.57
O -0.09 -2.24 0.04
S 1.08 2.02 0.28
S -1.47 1.18 1.70
H -1.02 1.34 -0.69
H -0.56 -2.86 -0.55
H 1.32 2.67 1.52

No. 3
8
Properties=species:S:1:pos:R:3 method="wB97M-V/def2-TZVPD" de_lowest_kj_mol=0.0 charge=+1 s_squared=15.779 lumo_ev="-4.42 / -5.23" spin_multiplicity=8 orbital_gap_ev="8.21 / 7.49"
O -0.92 -0.48 0.51
C 0.69 -0.32 0.13
O 1.67 -0.38 0.96
C 2.03 0.78 1.76
H 2.90 1.28 1.31
H 1.17 1.45 1.85
H 2.31 0.37 2.74
Tb -1.09 0.35 -1.58

No. 4
8
Properties=species:S:1:pos:R:3 method="wB97M-V/def2-TZVPD" de_lowest_kj_mol=1058.9 charge=+1 lumo_ev="-7.70 / -7.70" orbital_gap_ev="9.22 / 9.23"
C -0.68 1.21 -0.86
C 0.46 0.82 -0.58
O 0.60 -2.71 2.10
O 0.09 -1.01 0.94
O 0.98 -1.76 1.43
H -1.30 1.76 -1.72
H -1.65 0.82 -0.64
H 1.50 0.86 -0.68

No. 5
9
Properties=species:S:1:pos:R:3 method="wB97M-V/def2-TZVPD" de_lowest_kj_mol=278.1 charge=-1 lumo_ev=3.80 smiles="O=CC=[S@H](=O)[O-]" orbital_gap_ev=7.39
O 0.68 -2.24 -1.30
C 0.57 -1.07 -0.98
C -0.38 -0.60 -0.17
S -0.36 1.15 0.55
O -1.64 1.60 0.97
O 0.56 2.06 -0.13
H 1.41 -0.35 -1.18
H -1.03 -1.15 0.40
H 0.19 0.61 1.83

No. 6
9
Properties=species:S:1:pos:R:3 method="wB97M-V/def2-TZVPD" de_lowest_kj_mol=469.6 charge=-1 lumo_ev=4.11 smiles="O=[S@@]1([O-])=COC1" orbital_gap_ev=7.30
O 1.49 -0.83 -1.16
S 0.94 -0.06 -0.04
O 1.76 0.07 1.12
C -0.05 1.42 -0.39
O -1.34 0.34 -0.33
C -0.76 -0.60 0.48
H -0.15 1.65 -1.43
H -0.65 -0.31 1.45
H -1.24 -1.69 0.31

No. 7
10
Properties=species:S:1:pos:R:3 method="wB97M-V/def2-TZVPD" de_lowest_kj_mol=166.9 charge=-1 lumo_ev="2.93 / 2.93" orbital_gap_ev="5.52 / 5.52"
C -2.80 -0.14 0.43
C 0.11 -0.12 -0.55
O -2.72 -0.53 1.51
O -2.96 0.40 -0.56
O -0.24 -1.10 0.28
S 3.57 0.95 0.31
S 0.89 1.24 -0.13
H 0.05 -0.48 -1.67
H -0.01 -0.68 1.06
H 4.12 0.46 -0.69

No. 8
10
Properties=species:S:1:pos:R:3 method="wB97M-V/def2-TZVPD" de_lowest_kj_mol=67.6 charge=-1 s_squared=2.009 lumo_ev="3.34 / 1.31" spin_multiplicity=3 orbital_gap_ev="6.06 / 6.47"
C 1.31 -0.02 0.41
C 0.23 -0.10 -0.60
O -1.40 0.30 1.37
O -2.18 0.82 -0.95
O -1.59 -1.45 -0.41
S 1.82 1.63 -0.24
S -1.46 -0.04 -0.04
H 0.78 0.15 1.47
H 2.15 -0.81 0.50
H 0.34 -0.48 -1.52